Entry 1:
{
  "formula": "C34H42N4O3PZr",
  "method": "the ωB97M-V functional and the def2-TZVPD basis",
  "lumo_energy_ev": -8.6,
  "relative_energy_kj_mol": 0.00,
  "total_charge": 3,
  "symbols": ["Zr", "C", "C", "N", "C", "C", "C", "C", "C", "C", "C", "N", "C", "C", "N", "N", "H", "H", "H", "H", "H", "H", "H", "H", "H", "H", "H", "H", "H", "H", "H", "H", "H", "H", "O", "C", "C", "C", "C", "C", "C", "C", "P", "C", "C", "C", "C", "C", "C", "C", "C", "C", "C", "C", "C", "H", "H", "H", "H", "H", "H", "H", "H", "H", "H", "H", "H", "H", "H", "C", "O", "C", "C", "O", "C", "H", "H", "H", "H", "H", "H", "H", "H", "H", "H"],
  "xyz": [[0.226, 0.076, -0.115], [-2.313, 1.504, -1.674], [-2.600, 0.024, -1.716], [-1.334, -0.776, -1.663], [-0.683, -0.888, -2.997], [0.207, 0.289, -3.261], [0.544, 0.693, -4.533], [1.398, 1.776, -4.683], [1.892, 2.420, -3.558], [1.529, 1.959, -2.311], [2.081, 2.555, -1.049], [1.249, 2.224, 0.143], [0.241, 3.282, 0.441], [-0.906, 3.177, -0.531], [-1.449, 1.794, -0.498], [0.685, 0.918, -2.168], [-3.246, 2.067, -1.623], [-1.787, 1.836, -2.567], [-3.166, -0.229, -2.613], [-3.206, -0.269, -0.859], [-1.591, -1.733, -1.412], [-1.423, -0.990, -3.791], [-0.080, -1.797, -2.995], [0.142, 0.174, -5.394], [1.671, 2.123, -5.672], [2.558, 3.269, -3.649], [2.184, 3.635, -1.153], [3.080, 2.152, -0.885], [1.880, 2.165, 0.936], [0.691, 4.273, 0.396], [-0.103, 3.135, 1.465], [-0.576, 3.381, -1.549], [-1.678, 3.910, -0.294], [-2.049, 1.719, 0.321], [2.279, -0.302, -0.353], [1.728, -1.374, -0.687], [2.379, -2.658, -0.641], [3.691, -2.914, -1.037], [4.205, -4.183, -0.826], [3.431, -5.150, -0.185], [2.136, -4.874, 0.243], [1.587, -3.627, -0.009], [-0.088, -3.108, 0.532], [-0.355, -4.069, 2.047], [0.462, -3.755, 3.139], [0.337, -4.435, 4.339], [-0.620, -5.437, 4.466], [-1.425, -5.763, 3.386], [-1.295, -5.086, 2.176], [-1.147, -3.836, -0.770], [-2.542, -3.876, -0.615], [-3.359, -4.353, -1.632], [-2.800, -4.792, -2.826], [-1.423, -4.757, -2.995], [-0.602, -4.281, -1.977], [4.286, -2.146, -1.514], [5.212, -4.419, -1.142], [3.850, -6.133, -0.008], [1.567, -5.631, 0.772], [1.241, -3.007, 3.038], [0.991, -4.198, 5.169], [-0.724, -5.973, 5.401], [-2.153, -6.560, 3.474], [-1.911, -5.388, 1.339], [-3.005, -3.581, 0.318], [-4.431, -4.402, -1.482], [-3.435, -5.178, -3.613], [-0.981, -5.119, -3.914], [0.470, -4.287, -2.128], [2.416, -0.219, 2.536], [1.057, 0.111, 2.118], [0.129, -0.046, 3.218], [-1.171, 0.530, 2.776], [-1.560, -0.105, 1.539], [-2.575, -1.115, 1.741], [2.644, 0.362, 3.426], [3.091, 0.038, 1.732], [2.485, -1.282, 2.750], [0.510, 0.500, 4.081], [0.048, -1.104, 3.465], [-1.089, 1.600, 2.586], [-1.942, 0.383, 3.531], [-3.487, -0.629, 2.087], [-2.227, -1.851, 2.465], [-2.751, -1.595, 0.787]],
  "forces_ev_per_a": [[-0.874, -0.194, 1.041], [0.136, 0.112, 0.156], [0.108, -0.245, 0.025], [-0.065, 0.143, -0.343], [-0.042, 0.096, 0.097], [0.042, 0.170, 0.232], [0.034, 0.036, -0.155], [0.020, 0.046, -0.086], [0.091, 0.082, -0.121], [-0.241, -0.199, 0.060], [-0.077, -0.050, 0.179], [-0.163, 0.134, -0.288], [0.217, -0.112, 0.022], [-0.159, -0.159, -0.090], [-0.108, 0.161, -0.263], [0.094, 0.015, -0.414], [-0.051, 0.015, -0.014], [0.023, -0.011, -0.035], [-0.040, -0.025, -0.028], [-0.027, 0.024, 0.019], [-0.014, -0.019, 0.058], [-0.078, -0.032, -0.008], [0.022, -0.070, 0.012], [0.010, 0.028, 0.016], [-0.003, -0.016, 0.046], [-0.020, -0.023, -0.010], [0.022, 0.058, -0.014], [0.055, -0.045, -0.009], [-0.018, 0.001, 0.036], [0.036, 0.057, 0.005], [-0.023, -0.005, 0.048], [0.036, 0.011, -0.014], [-0.026, 0.046, 0.004], [0.027, -0.019, 0.037], [0.861, 0.038, 0.006], [0.152, 0.010, 0.131], [-0.120, -0.023, -0.207], [0.022, -0.080, 0.004], [-0.038, -0.015, 0.019], [0.048, -0.015, -0.004], [0.028, -0.044, 0.000], [-0.018, -0.093, 0.021], [0.125, 0.047, -0.233], [0.037, 0.002, 0.113], [-0.035, -0.035, 0.041], [-0.031, -0.022, -0.046], [0.014, 0.027, -0.033], [-0.004, 0.029, -0.043], [-0.034, -0.127, 0.032], [-0.096, -0.013, 0.012], [-0.057, 0.013, -0.042], [0.045, 0.031, 0.049], [0.005, -0.015, -0.044], [0.000, 0.035, 0.052], [0.006, -0.031, -0.052], [-0.025, -0.003, 0.015], [-0.029, -0.005, 0.012], [-0.007, 0.023, -0.005], [0.012, 0.022, -0.018], [0.006, 0.023, -0.021], [-0.018, -0.004, -0.016], [0.002, 0.009, -0.017], [0.014, 0.017, -0.001], [0.020, 0.028, 0.028], [0.027, -0.018, 0.023], [0.040, 0.000, -0.003], [0.022, 0.017, 0.024], [-0.003, 0.003, 0.024], [-0.009, -0.001, 0.027], [-0.223, 0.171, 0.025], [-0.018, -0.104, -0.097], [0.349, 0.009, 0.020], [-0.286, -0.033, -0.083], [0.136, 0.226, -0.070], [0.094, 0.051, 0.054], [0.066, -0.001, 0.056], [0.033, 0.021, -0.056], [0.012, -0.080, 0.026], [0.020, 0.000, 0.065], [-0.032, -0.078, 0.012], [0.024, 0.061, -0.017], [-0.032, 0.004, 0.030], [-0.028, -0.023, 0.039], [-0.026, -0.046, -0.002], [0.006, -0.019, -0.054]],
  "lowdin_charge": [1.76, -0.15, -0.14, -0.12, -0.11, -0.24, 0.03, 0.03, 0.03, -0.24, -0.10, -0.12, -0.15, -0.15, -0.13, 0.01, 0.15, 0.12, 0.14, 0.12, 0.06, 0.15, 0.13, 0.14, 0.14, 0.14, 0.14, 0.15, 0.12, 0.14, 0.12, 0.13, 0.15, 0.12, -0.13, -0.32, -0.23, 0.02, -0.02, 0.00, -0.03, -0.32, 1.11, -0.38, -0.12, -0.05, -0.04, -0.04, -0.07, -0.38, -0.13, -0.04, -0.04, -0.04, -0.09, 0.13, 0.13, 0.13, 0.13, 0.08, 0.12, 0.12, 0.12, 0.10, 0.10, 0.12, 0.12, 0.12, 0.11, 0.00, -0.34, -0.14, -0.14, -0.35, -0.04, 0.11, 0.09, 0.09, 0.16, 0.12, 0.12, 0.16, 0.12, 0.10, 0.05]
}

=====

Entry 2:
{
  "formula": "C34H42N4O3S4TeV",
  "method": "the ωB97M-V functional and the def2-TZVPD basis",
  "lumo_energy_ev": [0.0, -0.8],
  "relative_energy_kj_mol": 303.41,
  "multiplicity": 4,
  "symbols": ["V", "N", "C", "S", "N", "N", "C", "C", "C", "C", "C", "C", "N", "H", "H", "H", "H", "H", "H", "H", "O", "S", "C", "C", "C", "C", "S", "O", "C", "C", "C", "C", "C", "C", "C", "C", "C", "C", "C", "C", "H", "H", "H", "H", "H", "H", "H", "H", "H", "H", "H", "H", "H", "H", "H", "H", "H", "H", "C", "S", "C", "O", "H", "H", "H", "H", "H", "H", "C", "C", "C", "C", "C", "C", "Te", "C", "C", "C", "H", "H", "H", "H", "H", "H", "H", "H", "H", "H", "H"],
  "xyz": [[0.422, -1.566, 1.562], [-3.571, -2.370, 0.641], [-2.220, -2.518, 0.842], [-1.589, -2.428, 2.475], [-1.439, -2.717, -0.164], [-0.127, -2.654, 0.181], [0.714, -3.467, -0.434], [1.976, -3.492, 0.196], [3.055, -4.325, -0.138], [4.214, -4.267, 0.590], [4.289, -3.373, 1.666], [3.184, -2.625, 1.979], [2.027, -2.653, 1.287], [-4.150, -2.742, 1.377], [-3.860, -2.645, -0.290], [0.385, -4.167, -1.187], [2.935, -5.022, -0.955], [5.050, -4.911, 0.354], [5.184, -3.287, 2.264], [3.216, -1.992, 2.851], [-0.034, 0.617, 2.312], [-1.509, 0.533, 2.541], [-1.668, 0.309, 4.368], [-1.204, 1.449, 5.261], [0.284, 1.806, 5.132], [1.218, 0.738, 5.706], [2.211, -0.257, 4.502], [1.240, -1.127, 3.772], [2.786, 1.070, 3.401], [2.783, 0.927, 2.023], [3.281, 1.945, 1.226], [3.822, 3.083, 1.805], [3.870, 3.203, 3.186], [3.354, 2.195, 3.984], [-2.028, 2.268, 2.504], [-3.349, 2.613, 2.755], [-3.741, 3.938, 2.647], [-2.820, 4.909, 2.278], [-1.507, 4.555, 2.003], [-1.112, 3.229, 2.110], [-1.087, -0.597, 4.548], [-2.724, 0.089, 4.535], [-1.420, 1.176, 6.300], [-1.784, 2.346, 5.040], [0.452, 2.752, 5.650], [0.517, 1.975, 4.084], [0.667, -0.036, 6.243], [1.966, 1.154, 6.382], [2.377, 0.040, 1.563], [3.241, 1.845, 0.149], [4.213, 3.873, 1.178], [4.305, 4.080, 3.647], [3.397, 2.291, 5.061], [-4.063, 1.849, 3.039], [-4.769, 4.210, 2.845], [-3.130, 5.943, 2.203], [-0.793, 5.310, 1.701], [-0.097, 2.921, 1.888], [-1.232, 1.820, -1.967], [-1.774, 0.223, -1.270], [-3.373, 0.911, -0.646], [-0.948, 0.088, -0.030], [-2.024, 2.253, -2.577], [-0.348, 1.636, -2.573], [-0.997, 2.467, -1.123], [-4.018, 1.067, -1.510], [-3.213, 1.841, -0.103], [-3.796, 0.149, 0.006], [-0.844, -1.600, -9.201], [-0.537, -1.464, -7.733], [-1.551, -1.299, -6.802], [-1.283, -1.196, -5.440], [-2.434, -0.978, -4.498], [0.037, -1.275, -4.974], [0.441, -1.334, -2.870], [1.072, -1.405, -5.914], [2.509, -1.457, -5.478], [0.771, -1.498, -7.267], [-1.884, -1.352, -9.407], [-0.664, -2.624, -9.537], [-0.205, -0.941, -9.790], [-2.580, -1.253, -7.143], [-3.378, -0.983, -5.046], [-2.328, -0.017, -3.993], [-2.458, -1.756, -3.731], [2.690, -2.359, -4.890], [2.746, -0.605, -4.839], [3.181, -1.458, -6.338], [1.578, -1.607, -7.985]],
  "forces_ev_per_a": [[-0.504, 2.998, 2.360], [0.023, -0.158, -0.162], [0.417, -0.145, 0.412], [-0.339, -0.575, 0.369], [-0.773, -0.319, -0.661], [-0.362, -1.678, -1.994], [-0.987, 0.009, -0.049], [0.639, 0.265, 0.545], [-0.325, 0.012, -0.144], [0.003, 0.147, 0.200], [-0.027, -0.206, -0.188], [0.205, -0.045, 0.135], [2.011, -1.211, -0.440], [0.002, 0.067, 0.036], [-0.009, -0.008, 0.015], [0.008, 0.089, -0.087], [0.022, 0.089, -0.094], [0.013, 0.005, -0.060], [-0.015, 0.005, 0.034], [-0.109, 0.076, -0.038], [0.745, -0.540, -0.347], [-1.271, 1.428, 0.940], [0.034, 0.126, -0.220], [0.203, 0.116, -0.166], [-0.221, -0.059, -0.010], [0.284, -0.092, -0.527], [-0.056, 0.714, 0.342], [-0.061, -0.465, -0.435], [0.038, -0.152, 0.283], [-0.153, -0.043, 0.177], [0.050, 0.003, -0.076], [-0.003, 0.014, -0.021], [-0.018, -0.021, -0.002], [0.022, -0.002, 0.106], [0.122, -0.095, -0.234], [0.009, -0.137, 0.045], [-0.026, -0.041, 0.039], [0.018, 0.046, -0.010], [-0.114, 0.026, 0.035], [0.170, -0.109, 0.003], [-0.100, -0.089, -0.055], [-0.005, -0.109, -0.007], [-0.047, 0.006, -0.021], [-0.047, -0.009, 0.077], [0.068, -0.054, 0.032], [0.026, 0.086, 0.000], [0.125, -0.064, 0.048], [-0.028, -0.043, 0.071], [0.038, -0.020, -0.065], [0.006, -0.038, 0.004], [0.000, 0.007, -0.009], [-0.001, 0.007, -0.008], [-0.005, 0.041, 0.012], [-0.053, 0.011, -0.028], [-0.005, 0.014, 0.011], [-0.005, 0.006, -0.031], [0.016, -0.006, -0.004], [-0.001, 0.014, -0.024], [-0.050, -0.331, -0.042], [-1.132, 0.977, -0.276], [0.492, -0.202, -0.072], [0.458, -0.016, 0.503], [-0.056, -0.047, -0.014], [0.028, -0.075, 0.036], [-0.054, -0.020, 0.063], [-0.039, 0.019, -0.017], [0.009, 0.050, 0.022], [-0.023, -0.007, 0.015], [0.107, -0.017, 0.100], [-0.091, 0.045, 0.005], [0.111, -0.009, -0.049], [-0.022, 0.059, 0.077], [-0.014, -0.162, -0.123], [0.069, -0.087, 0.165], [0.565, -0.165, -0.494], [0.059, 0.006, 0.036], [-0.004, -0.053, -0.097], [-0.061, 0.010, -0.064], [-0.002, -0.001, -0.035], [-0.023, 0.004, -0.059], [-0.028, -0.007, -0.068], [-0.017, 0.023, 0.007], [-0.023, 0.028, 0.024], [-0.031, 0.007, 0.067], [0.009, 0.074, 0.079], [0.061, 0.044, 0.064], [0.025, -0.048, 0.042], [-0.017, -0.004, -0.030], [0.050, 0.008, 0.022]],
  "lowdin_spin": [2.43, 0.00, 0.00, -0.01, 0.00, -0.04, 0.17, 0.06, 0.02, 0.05, 0.03, 0.04, 0.06, 0.00, 0.00, 0.00, 0.00, 0.00, 0.00, 0.00, 0.02, 0.00, 0.00, 0.00, 0.00, 0.00, 0.00, 0.02, 0.00, 0.00, 0.00, 0.00, 0.00, 0.00, 0.00, 0.00, 0.00, 0.00, 0.00, 0.00, 0.00, 0.00, 0.00, 0.00, 0.00, 0.00, 0.00, 0.00, 0.00, 0.00, 0.00, 0.00, 0.00, 0.00, 0.00, 0.00, 0.00, 0.00, 0.00, 0.01, 0.00, 0.02, 0.00, 0.00, 0.00, 0.00, 0.00, 0.00, 0.00, 0.00, 0.00, 0.00, 0.00, 0.01, 0.08, 0.00, 0.00, 0.00, 0.00, 0.00, 0.00, 0.00, 0.00, 0.00, 0.00, 0.00, 0.00, 0.00, 0.00]
}